(1)
{"formula": "C5H5FN2", "method": "ωB97M-V with the def2-TZVPD basis set", "symbols": ["H", "N", "C", "N", "C", "C", "C", "C", "F", "H", "H", "H", "H"], "positions_angstrom": [[-1.733, -1.350, -1.700], [-2.101, -0.319, -1.917], [-1.522, 0.394, -1.006], [-0.571, 0.013, 0.000], [0.255, 1.142, 0.512], [1.339, 0.706, 1.127], [1.425, -0.651, 0.842], [0.294, -1.037, 0.150], [-0.081, -2.335, -0.218], [-1.362, 1.617, -1.108], [-0.185, 2.075, 0.221], [2.203, 1.147, 1.709], [2.040, -1.400, 1.387]], "nbo_charge": [0.347, -0.601, 0.281, -0.440, -0.045, -0.274, -0.355, 0.539, -0.324, 0.177, 0.209, 0.249, 0.236], "e_tot_ev": -10961.0482, "orbital_gap_ha": 0.3560, "de_lowest_kcal_mol": 47.95}

(2)
{"formula": "C3H11N2O", "method": "ωB97M-V with the def2-TZVPD basis set", "symbols": ["C", "N", "C", "O", "H", "H", "H", "H", "H", "H", "C", "N", "H", "H", "H", "H", "H"], "positions_angstrom": [[-1.965, 0.222, 0.827], [-0.842, 0.124, -0.113], [-0.476, -1.375, -0.280], [-1.472, -2.141, -0.665], [-2.730, -0.525, 0.596], [-2.391, 1.229, 0.782], [-1.600, 0.036, 1.840], [-1.244, 0.320, -1.033], [-0.040, -1.625, 0.726], [0.398, -1.317, -0.982], [2.777, 1.002, -0.183], [1.663, 1.737, 0.368], [2.753, 0.883, -1.276], [2.777, -0.010, 0.226], [3.725, 1.470, 0.095], [1.608, 2.685, 0.022], [0.747, 1.264, 0.286]], "nbo_charge": [-0.430, -0.712, 0.142, -0.934, 0.201, 0.161, 0.170, 0.331, 0.052, 0.061, -0.404, -0.896, 0.149, 0.194, 0.162, 0.330, 0.422], "total_charge": -1, "e_tot_ev": -8316.5094, "orbital_gap_ha": 0.2446, "de_lowest_kcal_mol": 13.31}